Here is a 2-piece molecular cluster, C3H7NO overall at a distorted geometry from the OMol25 dataset. Energies are from ωB97M-V/def2-TZVPD.

The geometry in XYZ format:
```
12
C3H7NO | the OMol25 dataset | ωB97M-V/def2-TZVPD
C -0.616 1.360 -0.312
C 0.406 0.664 0.272
N 1.184 -0.346 -0.321
C 1.373 -0.253 -1.618
H -1.183 0.930 -1.148
H -1.067 2.321 0.020
H 0.382 0.951 1.284
H 1.426 -1.101 -2.330
H 1.986 0.611 -2.062
O -1.036 -1.646 2.401
H -2.033 -1.696 2.379
H -0.821 -1.797 1.434
```

Properties
**Frontier orbital gap**: 0.30652 Ha
**Structure (SMILES)**: C=CN=C.O
**Relative energy (zero: lowest compared OMol25 entry of this formula, charge and spin)**: 93.38 kcal/mol
**Calculated total energy**: -248.37768 hartree
**Spin multiplicity**: 1
**Net charge**: 0
**E_HOMO**: -8.48 eV